No. 1
# C30H51BBaN4O6

A molecular structure, C30H51BBaN4O6 at a distorted geometry (ωB97M-V with the def2-TZVPD basis set, the OMol25 dataset).

- ΔE to the lowest compared entry with this formula, charge and spin (eV) = 1.152
- frontier orbital gap (eV) = 6.911

Each line ends with the Löwdin charge.
Cartesian coordinates (Å):
N: 2.61367 1.46620 -2.81196  0.03
H: 4.85123 2.69108 -3.77761  0.09
C: 3.41397 -0.17523 -0.22125  -0.72
H: -1.83554 -1.65823 7.65895  0.10
C: 2.36307 -3.71723 -2.71007  -0.05
H: 1.20598 2.64516 -4.70804  0.12
H: -1.44452 2.24575 -0.51074  0.11
H: 0.90705 -1.94968 0.79487  0.06
H: 0.52777 4.50706 -2.40137  0.13
O: -1.09951 -0.02565 2.81839  -0.01
C: 1.75423 -2.63048 -1.83737  -0.34
C: 2.90590 0.46882 -3.82819  -0.21
H: 0.21767 -0.43822 6.98606  0.12
C: 3.92332 3.09315 -4.19542  -0.05
C: -3.60626 -3.74376 6.74102  -0.05
H: -5.60834 -2.09043 7.62038  0.08
H: 2.23124 3.55582 -1.23751  0.05
H: 0.74421 -0.35359 -1.48044  0.13
H: -0.18724 -3.34017 0.64242  0.11
O: 4.02947 0.93225 -0.14615  -0.22
O: 0.62161 3.28655 0.55245  -0.55
H: 3.22773 1.33898 -2.01519  0.06
C: -1.72506 -1.33825 6.62798  -0.04
N: -0.19608 2.58883 -2.14764  -0.10
N: 2.31468 -1.27587 -2.10625  -0.14
H: -5.34140 -1.64085 4.61592  0.09
H: -5.00208 -0.58180 6.91646  0.09
H: -4.05885 -1.42319 8.14973  0.08
O: 0.57601 0.43337 4.34065  0.02
H: 3.45304 -3.64660 -2.73292  0.08
H: -4.56927 -3.18610 4.23272  0.08
C: -0.86620 4.20242 -3.96265  -0.04
H: -3.07438 -4.33390 5.98986  0.09
H: -1.49765 1.67237 -3.57594  0.13
H: -1.79816 4.37819 -3.42592  0.08
Ba: 2.04593 1.78438 1.25471  2.01
H: 2.10749 -4.70315 -2.31574  0.09
H: -2.95269 -3.64822 7.61140  0.08
H: -3.34815 -1.37565 3.63664  0.11
O: 2.56023 -0.56319 0.62846  -0.26
C: -4.70700 -1.56881 7.28241  -0.05
C: 0.24641 3.68021 -3.05389  -0.34
C: 3.61004 -1.06497 -1.43250  -0.07
C: -0.67040 1.44858 -2.87913  -0.18
C: -0.44801 -0.25516 4.95092  -0.25
H: -2.08693 0.50237 -1.49940  0.12
C: -2.58995 -1.19672 4.38818  0.06
H: -5.87478 -3.11764 5.41885  0.08
C: -1.43897 -0.52213 4.04688  -0.25
C: -1.19428 0.28041 -2.07724  -0.11
H: -0.09531 -3.69433 -1.81339  0.14
H: -2.42982 -2.04714 -1.97547  0.08
C: 2.75512 2.88767 -3.23014  -0.54
H: 3.98360 3.38989 -1.52043  0.09
C: 2.30014 -0.90176 -3.52391  -0.16
H: 4.33425 -0.61677 -2.11016  0.12
H: 4.02644 -2.02031 -1.09931  0.13
H: -0.20537 0.14382 -0.22541  0.14
H: 1.25120 -0.90900 -3.83923  0.11
H: 2.02179 -2.83934 -0.80203  0.13
H: -0.56645 5.16075 -4.39313  0.09
C: -0.25821 3.96963 -0.15919  -0.63
H: -1.46029 -0.49438 -2.79280  0.11
C: 1.46920 3.35413 -3.90932  -0.11
H: -2.21366 -3.13519 -0.60294  0.10
C: -0.54203 -1.87760 -0.84624  -0.46
H: -1.07090 3.52283 -4.79503  0.08
H: 2.81621 -1.64067 -4.14920  0.12
H: 1.70154 4.28528 -4.43968  0.13
N: -0.23281 -0.36751 -1.11537  0.15
H: 2.00711 -3.67610 -3.74237  0.08
H: -0.10648 -2.34479 -2.91589  0.12
C: 0.22826 -2.65445 -1.91636  -0.10
C: -4.99675 -2.58702 5.04189  -0.08
H: 4.07532 4.16099 -4.37212  0.09
C: -2.03883 -2.11904 -0.95935  -0.03
H: 3.97904 0.36552 -4.02782  0.11
C: 3.03237 3.69902 -1.96380  -0.02
B: 0.23216 0.61205 2.92307  -0.44
H: 3.09124 4.76733 -2.18996  0.10
H: -2.60404 -1.44766 -0.30736  0.10
H: -4.49571 -4.30241 7.04965  0.08
H: -1.92901 3.66257 -1.45521  0.12
H: 0.15687 1.07896 -3.49229  0.11
C: -0.56026 -0.65116 6.26281  0.02
C: -4.00295 -2.37257 6.18210  -0.57
H: -0.76925 -1.80095 1.30401  0.08
C: -0.10834 -2.25163 0.56295  -0.01
H: 3.75205 2.62506 -5.16838  0.08
C: -1.06816 3.09169 -1.08996  -0.10
H: 2.46688 0.78621 -4.77775  0.12
C: -2.74658 -1.62111 5.71636  -0.18
O: -0.40985 5.17237 -0.13757  0.07

---

No. 2
# C30H51Br12F9N2O4PS

A molecular structure, C30H51Br12F9N2O4PS at a distorted geometry (ωB97M-V with the def2-TZVPD basis set, the OMol25 dataset).

- total charge = +1
- frontier orbital gap (eV) = 9.231

Each line ends with the Löwdin charge.
Cartesian coordinates (Å):
H: 4.27983 3.84029 -5.01736  -0.02
C: -0.49073 2.40092 0.06733  -0.17
Br: 2.82910 3.26895 -6.93667  0.60
F: 0.60992 6.23885 3.00596  -0.12
H: 2.64224 -2.69058 -2.30273  0.09
C: 2.52177 -0.90119 0.71708  -0.30
C: -0.52813 -0.02128 -6.52686  -1.60
C: 3.77553 -0.88753 -0.19025  -0.09
H: -3.90344 -1.20427 2.77390  0.11
H: 1.41233 -4.84815 2.66640  0.12
C: -6.36411 0.01764 -0.93737  -0.11
Br: 7.67809 -4.00996 2.53900  0.62
H: -4.24496 -0.43908 -0.79194  0.10
H: -1.25175 -2.30463 0.97057  0.07
Br: 5.39411 -5.76423 1.21626  0.61
H: -1.63315 -2.49413 2.67708  0.11
H: 3.81312 -1.93692 2.12012  0.11
F: -1.41285 5.92882 3.85279  -0.10
C: -3.80819 -1.34583 1.69415  -0.22
C: -5.06405 -0.10428 -0.14525  -0.27
Br: 2.23176 5.06997 -4.38150  0.60
C: 1.13685 -1.14489 0.02912  -0.19
F: -0.71012 4.57747 2.25190  -0.15
H: -6.90038 -0.93137 -0.95501  0.02
C: -8.80210 -3.18296 -3.22503  -1.65
H: -3.84403 -3.45000 2.08053  0.12
H: -2.38595 4.64943 -1.38931  0.14
C: -1.82331 -2.91481 1.68127  -0.22
C: 2.76848 -1.98896 1.80466  -0.12
C: 2.23831 0.41784 1.50907  -0.25
Br: -1.90268 -0.16434 -5.19063  0.62
F: 0.25231 7.63415 0.52006  0.16
H: 5.36720 0.38157 -0.83339  0.13
C: -0.60215 3.50326 -1.00142  -0.14
C: -5.17621 -1.04383 1.05701  -0.21
Br: 2.94885 2.00126 -4.03214  0.57
S: -0.85656 6.16981 2.40901  0.78
H: -6.18893 0.32962 -1.96756  0.07
H: 2.16327 -1.78190 2.68949  0.11
N: -0.61572 -1.84207 -1.95059  -0.10
C: 6.24573 -5.23808 2.86023  -1.62
C: 3.03603 0.86106 2.69707  -0.12
N: 0.22357 0.00259 0.41410  -0.04
H: -5.81635 -0.55656 1.79618  0.11
O: 1.58224 -0.42368 -2.54811  -0.25
H: -0.43689 1.02474 -6.78443  -0.03
Br: -0.96706 -0.98378 -8.11766  0.64
C: 0.74822 0.35152 1.77448  -0.04
Br: -7.65492 -3.31916 -4.76049  0.57
C: 0.08251 -4.45437 1.04194  -0.20
O: 6.61527 -1.24863 0.80898  0.11
C: 4.83992 0.18651 0.10226  -0.06
H: 3.58930 0.15318 3.30822  0.12
H: 2.33827 -3.50937 0.28450  0.09
H: 0.22715 2.75866 0.80850  0.10
H: -5.67847 -1.96498 0.75204  0.10
H: 5.88139 1.27631 2.14902  0.11
H: -2.15241 4.33007 0.30083  0.11
H: 3.30766 2.89961 2.17829  0.07
H: 2.34866 1.24733 0.78600  0.14
F: -1.01091 7.71874 2.61045  -0.11
H: 0.39411 3.91826 -1.13290  0.11
C: 3.23074 3.59122 -5.08701  -1.63
C: -1.62420 4.59088 -0.61041  -0.06
H: -3.08606 -0.59197 1.34892  0.09
H: 4.28140 -1.84809 -0.06793  0.13
H: 0.09140 -3.88034 0.11226  0.08
H: 0.74157 -3.24323 2.70049  0.10
Br: -7.90289 -3.75274 -1.62214  0.57
H: -7.03788 0.75770 -0.50204  0.08
O: 1.76639 -2.91095 -1.95570  -0.10
Br: -9.52595 -1.41315 -3.03441  0.58
F: -2.34083 6.10145 1.85042  -0.12
Br: 1.19959 -0.56238 -5.84313  0.63
Br: 4.96885 -4.52945 4.12086  0.59
F: -1.99467 6.93064 -0.69923  0.14
H: 3.52358 -0.81259 -1.24664  0.09
C: 0.07507 1.14071 -0.55651  -0.13
H: -2.00875 -5.04375 1.19806  0.11
O: 6.04067 0.33026 2.25069  0.10
H: 0.50049 -0.53307 2.36915  0.14
H: 2.99706 2.57225 3.97053  0.07
C: 1.17360 -3.99461 2.02972  -0.18
H: -9.63232 -3.85611 -3.38167  -0.03
C: -1.30629 -4.36723 1.68517  -0.18
C: -1.04981 5.99201 -0.54692  -0.47
C: -0.13676 6.37327 0.65816  -0.43
C: -3.31286 -2.76329 1.41626  -0.21
H: -0.72146 -0.36948 0.54992  0.15
H: 6.66357 -6.13233 3.29939  -0.03
P: 0.88629 -1.60202 -1.71638  0.49
H: 0.66756 -2.00117 0.51834  0.09
H: -1.02823 -1.25508 -2.66552  -0.06
C: 3.10987 2.17586 2.96783  0.04
H: -4.78720 0.89042 0.22119  0.10
H: -1.20149 -4.68770 2.72483  0.12
H: 0.27254 1.20074 2.25021  0.14
H: -3.55350 -3.03962 0.38564  0.12
F: 0.96277 5.60337 0.59893  0.12
H: 1.05893 1.36852 -0.96493  0.12
H: -1.44134 2.22414 0.57770  0.13
H: -0.91946 3.05653 -1.94427  0.12
C: 2.45979 -3.44582 1.36606  -0.18
H: 0.28192 -5.49598 0.78117  0.12
H: -0.53216 0.79105 -1.38769  0.12
C: 5.91411 -0.31615 1.05799  -0.51
H: 1.46011 -0.50721 -3.51310  -0.07
H: 4.42665 1.14121 0.42511  0.10
H: 3.30211 -4.07312 1.64165  0.00
F: -0.20916 6.13380 -1.61823  0.10